[1]
DFT (ωB97M-V with the def2-TZVPD basis set) results for a molecular structure, C24H76F2N7O15PbS2.

Summary:
total charge = +1
LUMO = -0.159 Eh
relative energy (zero: lowest compared OMol25 entry of this formula, charge and spin) = 274.8 kJ/mol
HOMO-LUMO gap = 5.582 eV
E_HOMO = -0.3638 hartree

Last column: Mulliken charge in e.
CARTESIAN COORDINATES (ANGSTROEM)
Pb: 2.4784 0.9639 3.4753  1.38
N: 1.5486 0.0217 1.4895  -0.09
S: 0.2875 0.1960 0.5106  0.32
O: -0.8827 -0.5863 0.7333  0.03
O: 0.6101 0.5518 -0.8440  0.13
F: -0.0387 1.6271 1.1947  -0.26
S: 1.9875 -1.5522 0.9645  0.78
O: 2.6781 -1.5969 -0.2869  -0.76
O: 1.1223 -2.6225 1.3399  -0.46
F: 3.1907 -1.7707 2.0449  -0.29
O: 2.0111 3.5716 1.9314  -0.69
H: 2.4296 3.2397 1.1036  0.35
H: 1.8715 4.5076 1.7557  0.31
O: 4.6588 -0.3750 3.8463  -0.40
H: 4.9648 -0.8974 4.6010  0.25
H: 5.4265 -0.3011 3.2632  0.27
O: -0.8428 -2.4858 -1.9512  -0.65
H: -0.2652 -1.8043 -2.3578  0.18
H: -1.4946 -2.6744 -2.6351  0.19
O: 0.6073 -0.8021 -3.6637  -0.85
H: 0.5670 -0.0270 -3.0896  0.10
H: 1.5048 -1.1693 -3.5261  0.43
O: 4.1228 1.2965 1.3500  -0.68
H: 4.9500 1.0869 0.8934  0.33
H: 3.4739 0.7068 0.9341  0.33
C: -5.5233 -0.9742 -2.0190  -1.70
C: -4.1094 -0.6004 -1.5558  1.32
C: -3.7541 0.8720 -1.7504  -0.62
O: -2.3803 0.9529 -2.0460  -0.09
C: -1.9090 2.2668 -2.2399  -0.45
N: -4.0112 -0.9483 -0.1322  -0.58
H: -5.6763 -2.0289 -1.7784  0.41
H: -5.6013 -0.9954 -3.1077  0.43
H: -6.2210 -0.3113 -1.5138  0.36
H: -3.3560 -1.2170 -2.0612  -0.27
H: -3.9839 1.3764 -0.8039  0.07
H: -4.3796 1.2609 -2.5623  0.37
H: -2.5590 2.7830 -2.9578  0.46
H: -0.8964 2.2070 -2.6292  -0.05
H: -1.9773 2.8848 -1.3350  0.02
H: -3.0531 -0.8025 0.1672  0.01
H: -4.2336 -1.9138 0.0781  0.29
C: 4.5288 3.7204 -1.5344  -1.35
C: 3.0622 4.0534 -1.7748  0.39
C: 2.6398 4.0709 -3.2592  -0.61
O: 1.6286 5.0248 -3.4586  -0.34
C: 1.4260 5.3361 -4.8342  -0.79
N: 2.2116 3.2565 -0.8822  0.39
H: 4.8627 4.1920 -0.6077  0.30
H: 5.1998 4.0897 -2.3092  0.49
H: 4.6674 2.6450 -1.4097  0.07
H: 2.9396 5.1326 -1.6178  0.38
H: 2.1888 3.0970 -3.5103  0.08
H: 3.5134 4.2559 -3.8929  0.52
H: 1.2632 4.4138 -5.4097  0.31
H: 2.3564 5.7724 -5.1974  0.33
H: 0.4849 5.8651 -4.9317  0.26
H: 2.1117 2.3465 -1.3271  -0.52
H: 1.2641 3.6304 -0.9341  0.18
C: -0.6985 -0.2575 4.2832  -0.07
C: 0.4070 -0.7156 5.2488  -0.21
C: -0.1538 -1.6472 6.3335  -0.96
O: -0.6425 -2.7608 5.6244  -0.27
C: -1.7989 -3.4127 6.1238  -0.76
N: 1.5223 -1.3450 4.4935  -0.28
H: -1.3853 -1.0864 4.1151  0.33
H: -0.3176 0.0260 3.3010  -0.55
H: -1.2630 0.5886 4.6717  0.45
H: 0.8147 0.1932 5.7120  0.34
H: -0.9088 -1.1859 6.9745  0.49
H: 0.6621 -1.9869 6.9859  0.40
H: -1.4753 -4.2814 6.7023  0.30
H: -2.4774 -3.6774 5.3167  0.20
H: -2.3679 -2.7928 6.8249  0.34
H: 1.0837 -2.1403 4.0209  0.18
H: 2.2308 -1.7908 5.0722  0.22
C: -2.2896 -4.0268 1.3424  -0.47
C: -2.1822 -5.1192 0.2642  0.42
C: -3.3971 -4.9565 -0.6719  -0.46
O: -4.6712 -5.0512 -0.0355  -0.34
C: -4.9976 -6.4011 0.3634  -0.79
N: -0.9527 -4.9933 -0.4579  -0.66
H: -3.1314 -4.1588 2.0311  0.47
H: -2.2785 -3.0254 0.9164  -0.41
H: -1.4102 -4.1117 1.9914  0.32
H: -2.2952 -6.0768 0.7774  0.21
H: -3.3189 -5.6532 -1.5198  0.36
H: -3.5172 -3.9997 -1.1943  -0.06
H: -5.5402 -6.3512 1.3047  0.25
H: -4.1064 -7.0197 0.4351  0.36
H: -5.6342 -6.7751 -0.4432  0.30
H: -0.9181 -4.1243 -0.9959  0.32
H: -0.1242 -5.0262 0.1170  0.34
C: 3.7818 0.1921 -3.3172  -1.17
C: 4.1188 -1.2142 -3.8202  0.71
C: 5.5911 -1.5641 -3.5523  -0.91
O: 5.8237 -2.9257 -3.8553  -0.38
C: 6.3887 -3.1680 -5.1430  -0.72
N: 3.2589 -2.1732 -3.1087  -0.62
H: 3.1386 0.7379 -4.0130  0.38
H: 4.6728 0.8300 -3.3183  0.46
H: 3.2718 0.2131 -2.3521  -0.09
H: 3.8356 -1.1590 -4.8735  0.32
H: 5.7216 -1.4271 -2.4753  0.26
H: 6.3074 -0.9733 -4.1307  0.47
H: 5.8952 -2.5229 -5.8774  0.32
H: 6.0911 -4.1795 -5.4038  0.27
H: 7.4604 -2.9792 -5.1249  0.27
H: 3.7125 -3.0833 -3.1689  0.41
H: 3.2448 -1.9707 -2.1089  0.35
C: -2.6843 5.7788 0.6710  -1.30
C: -3.3680 5.1435 1.8991  0.41
C: -3.7499 3.7011 1.5042  0.05
O: -4.1517 2.9327 2.6003  -0.50
C: -3.7281 1.5940 2.6263  -0.30
N: -2.4203 5.0980 3.0430  -0.82
H: -1.8896 5.1855 0.2127  0.13
H: -2.2140 6.7047 1.0053  0.40
H: -3.4303 5.9870 -0.0957  0.42
H: -4.2543 5.7320 2.1273  0.30
H: -2.9472 3.2219 0.9324  -0.29
H: -4.5711 3.8474 0.7854  0.32
H: -4.2504 0.8874 1.9781  0.31
H: -3.9059 1.2432 3.6470  0.39
H: -2.6368 1.5654 2.5098  -0.11
H: -2.7480 4.2785 3.5580  0.35
H: -1.5229 4.7895 2.6719  0.24

---

[2]
DFT (ωB97M-V with the def2-TZVPD basis set) results for 3 unconnected molecules or ions with the total composition C28H56Br4N2O8S4.

Summary:
LUMO = 0.003 Eh
HOMO-LUMO gap = 7.899 eV
E_HOMO = -0.2875 hartree

Last column: Mulliken charge in e.
CARTESIAN COORDINATES (ANGSTROEM)
C: 4.5049 -0.2389 3.3935  -1.31
C: 4.1999 1.0934 2.7002  -0.57
C: 2.7152 1.2707 2.3610  0.12
C: 2.5671 2.3624 1.3053  -0.31
N: 1.1939 2.5527 0.8024  1.03
C: 0.2742 2.9638 1.8677  -1.64
C: -1.1937 3.2239 1.4545  -0.83
C: -2.1866 2.1232 1.9555  -1.26
C: -2.9482 1.3054 0.8865  -1.55
C: -2.1519 0.1292 0.2226  1.96
C: -2.0774 0.4035 -1.3028  -1.66
C: -3.4815 0.2713 -1.9259  -0.91
C: -3.8337 1.1625 -3.1204  -1.14
S: -2.6170 1.2081 -4.4257  1.27
O: -1.6999 0.1071 -4.3547  -0.58
O: -2.0783 2.5478 -4.5026  -0.67
O: -3.5405 1.0052 -5.7462  -0.47
O: -0.7758 0.1965 0.6915  -0.04
S: -0.2512 -0.8341 1.7890  1.06
O: 0.4662 -1.9230 1.1496  -0.58
O: 0.5638 -0.1089 2.7457  -0.73
C: -1.6181 -1.5450 2.7087  -1.01
C: -2.9558 -1.5507 1.9232  -0.97
C: -2.8262 -1.2242 0.4404  -1.13
O: -2.1540 -2.1636 -0.3766  -0.23
C: -2.0662 -3.4991 0.0899  0.07
C: -1.4638 -4.3409 -1.0539  -0.70
N: -0.6839 -5.4822 -0.5573  -0.49
C: 0.6893 -5.1024 -0.2208  -0.01
C: 1.5489 -4.7578 -1.4458  0.36
C: 3.0350 -4.7417 -1.0753  -1.48
O: 1.3345 -5.6474 -2.5286  -0.61
C: 1.3015 3.4977 -0.2386  -0.11
S: 1.0603 5.1055 -0.1055  -0.21
S: 1.7780 2.8201 -1.8520  -0.15
C: 3.6058 2.8146 -1.8919  -0.63
C: 4.1899 1.4029 -2.1638  -0.03
C: 3.2898 0.4529 -2.9760  -1.17
H: 4.1674 -1.0991 2.8182  0.28
H: 5.5891 -0.3292 3.5097  0.45
H: 4.0970 -0.2447 4.4053  0.29
H: 4.8037 1.1452 1.7878  0.28
H: 4.5435 1.9101 3.3416  0.40
H: 2.3582 0.3269 1.9466  -0.08
H: 2.1469 1.5056 3.2600  0.45
H: 3.0098 3.3094 1.6520  0.47
H: 3.1647 2.0460 0.4475  -0.79
H: 0.6639 3.8757 2.3400  0.84
H: 0.2610 2.1852 2.6286  0.53
H: -1.3306 3.3331 0.3788  0.62
H: -1.4873 4.1680 1.9114  0.19
H: -2.9760 2.6700 2.4816  0.66
H: -1.7112 1.4954 2.7091  0.46
H: -3.2427 2.0086 0.1056  0.50
H: -3.8798 0.9533 1.3346  0.58
H: -1.3390 -0.2541 -1.7523  0.59
H: -1.7152 1.4316 -1.4093  0.74
H: -4.2373 0.4729 -1.1640  0.62
H: -3.6221 -0.7773 -2.1981  0.21
H: -4.7348 0.7459 -3.5794  0.56
H: -4.0999 2.1722 -2.8164  0.41
H: -3.1098 1.5771 -6.4003  0.38
H: -1.3530 -2.5328 3.0739  0.74
H: -1.7547 -0.9216 3.5910  0.04
H: -3.5552 -0.7395 2.3389  0.50
H: -3.5404 -2.4458 2.1242  0.57
H: -3.8507 -1.1203 0.0564  0.61
H: -1.3969 -3.6022 0.9475  -0.02
H: -3.0706 -3.8829 0.3032  0.23
H: -2.2566 -4.7075 -1.7105  0.34
H: -0.8424 -3.6820 -1.6615  0.14
H: -1.1256 -5.7720 0.3085  0.34
H: 0.7494 -4.2424 0.4634  -0.09
H: 1.1525 -5.9502 0.2942  0.54
H: 1.2993 -3.7355 -1.7556  0.11
H: 3.5039 -5.7006 -1.2884  0.40
H: 3.1531 -4.4861 -0.0218  0.36
H: 3.5234 -3.9650 -1.6638  0.33
H: 0.6004 -5.3100 -3.0456  0.37
H: 3.9965 3.1515 -0.9324  0.41
H: 3.9556 3.5397 -2.6239  0.39
H: 4.4212 0.9267 -1.2084  -0.05
H: 5.1140 1.5180 -2.7340  0.40
H: 3.8977 -0.3963 -3.2980  0.44
H: 2.4650 0.0552 -2.3911  0.19
H: 2.9148 0.9711 -3.8592  0.29
Br: -2.9477 -4.6839 4.3505  -0.12
C: -2.4902 -4.5192 6.2380  -0.59
C: -2.8870 -3.1769 6.7914  -0.60
Br: -1.6612 -1.7771 6.2201  -0.07
H: -1.4248 -4.7074 6.3187  0.38
H: -3.0388 -5.3151 6.7366  0.37
H: -2.8346 -3.1822 7.8778  0.35
H: -3.8807 -2.8722 6.4800  0.36
Br: 3.0459 6.0110 -3.8146  -0.12
C: 1.3089 5.8302 -4.6649  -0.51
C: 1.0771 6.9041 -5.6936  -0.61
Br: 0.6539 8.6173 -4.8712  -0.15
H: 0.5720 5.8369 -3.8691  0.33
H: 1.3185 4.8487 -5.1295  0.32
H: 0.2135 6.6597 -6.3089  0.39
H: 1.9406 7.0685 -6.3300  0.37

---

[3]
DFT (ωB97M-V with the def2-TZVPD basis set) results for a molecular structure, C12H13CeClN2O2S.

Summary:
total charge = +2
LUMO = -0.370 Eh
HOMO-LUMO gap = 5.818 eV
E_HOMO = -0.5833 hartree

Last column: Mulliken charge in e.
CARTESIAN COORDINATES (ANGSTROEM)
Cl: -2.7022 -0.9400 -0.1808  -0.25
C: 0.9749 -1.3608 -1.8567  -0.35
C: 1.7481 -0.1374 -1.7174  -0.55
C: 0.9064 0.9787 -2.0737  -0.64
H: 2.7942 -0.0761 -1.3626  0.55
C: -0.4177 0.4558 -2.4336  0.76
C: -0.3544 -1.0030 -2.2884  -0.59
H: -1.2236 -1.6686 -2.4055  0.54
H: 1.3184 -2.3853 -1.6196  0.55
H: 1.1636 2.0561 -2.0396  0.51
C: -1.6193 1.2421 -2.8287  -1.09
Ce: -0.3088 0.0590 -0.0583  0.17
C: 1.5301 0.7983 1.1075  0.39
C: -0.1438 -1.3850 1.4883  0.52
O: 2.3647 1.2240 1.8112  -0.14
O: -0.3053 -2.1620 2.3894  -0.18
H: -1.6323 2.2126 -2.3177  0.32
H: -2.5243 0.6821 -2.5748  0.35
H: -1.5766 1.4066 -3.9096  0.39
C: -1.3595 -0.6314 4.7311  -0.96
N: -0.4983 0.5488 4.4269  0.24
C: 0.4994 1.0351 5.2866  -0.24
C: 1.0374 2.1313 4.7037  -0.60
N: 0.3683 2.3089 3.4991  0.06
C: -0.5758 1.3387 3.3115  -0.01
S: -1.6624 1.1966 1.9701  -0.12
H: -2.0720 -0.8049 3.9259  0.35
H: -0.7339 -1.5138 4.8643  0.40
H: -1.9056 -0.4495 5.6575  0.36
H: 0.7194 0.5578 6.2109  0.52
H: 1.8102 2.7781 5.0334  0.44
H: 0.5311 3.0592 2.8281  0.26

---

Q: Among the records above, which one has the lowest LUMO?
A: C12H13CeClN2O2S

---

Q: Look up the LUMO of the second one.
A: 0.003 Eh